Density functional theory data (wB97M-V/def2-TZVPD) for a structure of composition C17H23N4O7PtS.

Atoms and positions in Å:
Pt (0.06290, -1.97994, 0.15816)
N (-0.59663, -3.50788, -1.07335)
C (-1.10293, -4.59766, -0.19578)
C (-0.21683, -4.73356, 1.08205)
O (0.05149, -5.84569, 1.53845)
N (0.09862, -3.53688, 1.54669)
C (1.04121, -3.24042, 2.59324)
C (1.11059, -1.70500, 2.78343)
O (1.38141, -1.21534, 3.87162)
O (0.89002, -0.95776, 1.72821)
H (-1.25811, -3.28640, -1.80982)
H (0.29331, -3.76644, -1.50937)
H (-1.15768, -5.54497, -0.73423)
H (-2.10345, -4.30434, 0.12638)
H (2.05245, -3.57073, 2.31746)
H (0.78947, -3.70796, 3.54866)
O (3.80497, -1.70003, -2.40033)
C (2.64035, -1.50063, -2.04190)
O (1.97032, -2.23534, -1.25830)
C (1.93289, -0.30055, -2.67456)
C (2.51450, 0.24660, -3.81589)
C (1.93874, 1.29710, -4.52352)
C (0.74639, 1.77844, -4.04001)
O (-0.02945, 2.81781, -4.51769)
C (-1.22495, 2.76354, -3.75952)
O (-1.00241, 1.94349, -2.62610)
C (0.17095, 1.24890, -2.90027)
C (0.73737, 0.22346, -2.18340)
H (3.44958, -0.18450, -4.14305)
H (2.39751, 1.70995, -5.41098)
H (-2.02639, 2.32525, -4.37180)
H (-1.48701, 3.77091, -3.42691)
H (0.26387, -0.17731, -1.27597)
C (-1.14811, 2.33295, 4.31369)
C (-0.52921, 1.40227, 3.28209)
N (-1.54064, 0.64887, 2.53780)
C (-1.68738, 0.58033, 1.20490)
S (-2.29817, -0.85947, 0.52686)
N (-1.36162, 1.61542, 0.42053)
C (-1.18767, 3.00926, 0.78131)
C (0.21725, 3.52834, 0.50578)
H (-0.36553, 2.83663, 4.88180)
H (-1.76073, 1.76975, 5.01885)
H (-1.78570, 3.09171, 3.85615)
H (0.12691, 0.67203, 3.76001)
H (0.10147, 1.93740, 2.57599)
H (-1.80276, -0.22510, 2.96766)
H (-1.45521, 1.42916, -0.56516)
H (-1.45473, 3.13634, 1.82876)
H (-1.91596, 3.59227, 0.20637)
H (0.96316, 2.97523, 1.07508)
H (0.28922, 4.58494, 0.76784)
H (0.46236, 3.41554, -0.54792)

Results
Charge: -1
Strongest force on any atom in eV/A: 1.4
Relative energy (zero: lowest compared OMol25 entry of this formula, charge and spin) in kcal/mol: 68.8